The following is a quantum chemistry calculation of C18H16MnN10O7 as an isolated structure, from the Open Molecules 2025 dataset.

Calculated values
HOMO energy (alpha / beta), eV: -2.43 / -2.01
Energy relative to the best compared isomer or geometry (same formula, charge and spin), kJ/mol: 92.5
Charge: -2
2S+1: 2

Last column: Mulliken spin population.
Atoms and positions in Å:
Mn: -1.2563 -0.9533 0.0914  0.968
O: 1.1756 -0.9431 3.4517  0.000
C: 0.3834 -0.7578 2.5271  -0.012
O: 0.2802 -1.4050 1.4381  0.006
C: -0.6047 0.4040 2.6197  0.006
C: -0.6293 1.3016 3.6786  0.003
C: -1.5573 2.3260 3.6518  -0.002
C: -2.4278 2.4204 2.5729  0.000
C: -2.3352 1.4867 1.5557  0.002
N: -1.4441 0.4974 1.5862  -0.015
H: 0.0798 1.1599 4.4818  0.000
H: -1.6023 3.0489 4.4587  0.000
H: -3.1614 3.2125 2.5069  0.000
H: -2.9678 1.5216 0.6787  0.003
N: -3.4811 -3.6467 -0.4125  0.005
C: -3.3715 -3.1059 0.8563  0.008
N: -4.0163 -3.6007 1.9037  -0.003
N: -3.6802 -2.7678 2.9117  0.009
N: -2.8982 -1.8444 2.4990  0.004
N: -2.6682 -2.0099 1.1654  -0.011
C: -2.5590 -3.3888 -1.4068  0.001
N: -2.4571 -4.1293 -2.5048  -0.001
N: -1.4883 -3.5280 -3.2181  0.005
N: -1.0498 -2.4960 -2.5976  -0.002
N: -1.7137 -2.3528 -1.4195  -0.010
H: -3.9152 -4.5518 -0.4535  0.000
C: 2.8002 -2.6006 -2.0791  0.001
C: 1.7468 -2.3195 -1.0168  0.002
O: 0.9325 -1.2172 -1.3762  0.005
H: 3.4540 -3.4172 -1.7633  0.000
H: 3.4118 -1.7136 -2.2514  0.000
H: 2.3343 -2.8846 -3.0242  0.000
H: 2.1984 -2.0744 -0.0596  0.000
H: 1.1251 -3.2094 -0.8549  0.000
H: 0.4106 -1.4902 -2.1517  -0.001
O: -1.8556 2.4951 -2.3304  0.001
C: -1.0938 1.7816 -1.6640  0.009
O: -1.4012 0.6871 -1.1117  0.024
C: 0.3441 2.2792 -1.4832  0.002
C: 0.7760 3.3453 -2.2639  0.001
C: 2.0604 3.8766 -2.1558  0.000
C: 2.8826 3.3002 -1.2191  0.000
O: 4.2005 3.6059 -0.9194  0.000
C: 4.5089 2.8055 0.2172  0.000
O: 3.5003 1.8367 0.3836  0.000
C: 2.4567 2.2435 -0.4340  0.000
C: 1.1997 1.7021 -0.5391  -0.001
H: 0.0649 3.7612 -2.9639  0.000
H: 2.3928 4.6993 -2.7737  0.000
H: 4.5498 3.4530 1.1087  0.000
H: 5.4675 2.3046 0.0487  0.000
H: 0.8986 0.8521 0.0543  -0.008

Atoms 1-2, force components in eV/Å:
-0.39 -0.07 0.81
-0.08 0.09 -0.05